# 1
8
Properties=species:S:1:pos:R:3:forces:R:3 method="wB97M-V/def2-TZVPD" orbital_gap_ha=0.380 smiles="C=O.FPF" homo_ev=-9.7 energy_ev=-17855.3140 e_above_lowest_ev=3.5912
C 1.68707 -0.76093 -0.22736 3.518 -2.400 -4.831
O 1.45518 -0.30541 0.79869 -2.068 2.332 3.501
H 1.22419 -0.43334 -1.34416 0.794 -0.887 2.648
H 2.66425 -1.50478 -0.15486 -2.064 0.909 -1.349
F -1.10046 0.49866 1.27023 -0.286 -0.177 1.014
P -2.31797 0.69782 0.26275 -1.807 -7.596 1.896
F -1.54545 -0.07590 -0.86901 0.141 0.606 -1.389
H -2.06680 1.88388 0.26373 1.772 7.213 -1.490


# 2
8
Properties=species:S:1:pos:R:3:forces:R:3 method="wB97M-V/def2-TZVPD" orbital_gap_ha=0.402 homo_ev=-10.4 energy_ev=-26642.7287 e_above_lowest_ev=3.5369
C -1.52809 -0.33606 -0.13784 -2.242 -2.380 1.654
F -2.58875 -1.52120 0.62931 2.403 2.232 -1.294
F -1.76913 -0.64838 -1.39357 -0.110 0.326 -0.285
P 0.16107 -0.77864 0.47222 -0.254 0.186 0.454
S -2.21514 1.21407 0.32329 -0.109 0.026 -0.388
H 0.27695 -1.84441 -0.41106 0.027 -0.464 -0.229
H 0.72930 0.12297 -0.44573 0.172 0.149 -0.068
H -1.56370 1.28696 1.48341 0.113 -0.075 0.156


# 3
8
Properties=species:S:1:pos:R:3:forces:R:3 method="wB97M-V/def2-TZVPD" orbital_gap_ha=0.398 smiles=FC(F)(P)S homo_ev=-10.1 energy_ev=-26643.0751 e_above_lowest_ev=3.1905
F 1.51579 0.29736 -0.66452 0.663 0.014 0.248
C 0.25481 0.19557 -0.20297 -0.047 1.830 -1.161
F 0.00849 1.49172 0.38878 0.035 -2.367 -0.650
P -0.01821 -1.33637 0.80918 0.996 -0.629 -0.626
S -0.81253 -0.07039 -1.68899 0.990 -3.853 1.068
H 1.02521 -1.14685 1.73111 0.363 0.102 0.004
H -0.78985 -0.51102 1.50055 -1.906 0.773 1.598
H -1.18371 1.07997 -1.87315 -1.094 4.129 -0.482


# 4
10
Properties=species:S:1:pos:R:3:forces:R:3 method="wB97M-V/def2-TZVPD" orbital_gap_ha="0.362 / 0.362" homo_ev="-9.2 / -9.2" energy_ev=-14261.9351 e_above_lowest_ev=1.0649
C -0.82600 -0.60770 1.02533 0.306 -0.593 -1.908
N 0.77574 1.03631 -1.24743 -1.681 -0.573 -2.425
N 1.05700 -0.20085 -0.75618 2.053 -1.759 0.472
O 0.11141 -1.12228 -0.47510 -1.978 1.792 3.617
F -1.28525 -1.62023 1.72898 -0.118 -0.629 -0.912
F -1.80476 0.16125 0.58166 -0.549 -0.395 -0.630
F -0.16741 0.13451 1.86645 1.914 0.577 0.038
H 0.09210 0.83690 -2.02245 1.189 0.558 0.504
H 0.23334 1.57805 -0.62797 -0.737 0.990 1.433
H 1.81382 -0.19597 -0.07328 -0.399 0.032 -0.190


# 5
9
Properties=species:S:1:pos:R:3:forces:R:3 method="wB97M-V/def2-TZVPD" total_charge=+1 orbital_gap_ha=0.380 homo_ev=-16.9 energy_ev=-21550.2210 e_above_lowest_ev=2.4700
C 0.13109 -0.08439 -0.05718 -0.123 -0.088 3.292
N 1.30456 -0.96175 0.20327 0.955 -1.074 -0.265
F 2.42123 0.83925 -1.27221 1.064 -1.711 1.978
F 2.56874 0.75502 1.07535 0.757 0.085 -0.781
F 0.99781 -2.43987 0.13294 1.514 4.128 -0.505
S 2.81085 -0.23250 -0.09680 -3.606 0.008 -0.661
H 0.16523 0.52527 -0.88048 0.759 0.990 -2.443
H -0.05141 0.65529 0.80670 0.161 -1.782 -0.839
H -0.61313 -0.80881 -0.22454 -1.481 -0.558 0.224


# 6
7
Properties=species:S:1:pos:R:3:forces:R:3 method="wB97M-V/def2-TZVPD" orbital_gap_ha=0.376 smiles=N[C@H](F)I homo_ev=-9.8 energy_ev=-13393.3942 e_above_lowest_ev=0.0000
N -0.64653 -0.62055 -0.23832 2.081 -1.078 -1.624
C 0.17228 0.35101 0.37371 -0.365 0.101 0.619
F 0.02526 1.67661 -0.15300 -0.103 -1.385 0.966
I 2.16895 -0.22550 0.06213 0.870 -0.090 -0.228
H -0.25850 -0.97656 -1.14484 -0.277 0.591 1.322
H -1.60409 -0.49512 -0.41065 -1.485 0.911 0.526
H 0.14263 0.29011 1.51097 -0.721 0.950 -1.581